DFT (ωB97M-V/def2-TZVPD) results for the molecule C6H9N.

Calculated values
**SMILES**: CC#CC[C@H]1CN1
**M**: 95.1 g mol⁻¹
**Orbital gap**: 9.9 eV
**Relative energy (zero: lowest compared OMol25 entry of this formula, charge and spin)**: 4.8351 eV
**HOMO level**: -8.78 eV
**Total charge**: 0

Each line ends with the Löwdin charge.
Geometry (Å):
H  -0.36  0.68  2.36  0.06
C  1.24  0.06  -0.43  -0.21
C  -1.13  -0.77  -1.39  -0.09
C  0.66  0.38  2.17  -0.10
H  1.74  -0.77  0.07  0.11
H  -2.28  -1.83  -2.83  0.07
H  0.94  -0.57  2.69  0.09
C  -0.07  -0.39  -0.95  -0.05
H  0.77  2.13  0.17  0.14
C  1.06  1.14  0.61  -0.21
N  1.74  1.17  1.81  -0.09
H  -2.94  -1.87  -1.19  0.07
C  -2.42  -1.24  -1.92  -0.12
H  1.85  0.38  -1.28  0.11
H  -3.07  -0.39  -2.16  0.07
H  2.25  1.88  2.28  0.12